one:
Here is a 2-piece molecular cluster, C2HCl2N2O overall from the Open Molecules 2025 dataset. Energies are from ωB97M-V with the def2-TZVPD basis set.

Cartesian coordinates (Å):
N: 2.77 0.98 -0.31
C: -0.65 0.70 -0.36
N: 2.34 1.97 0.13
C: 2.77 -0.26 -0.57
H: -0.51 -0.39 0.15
O: 3.17 -1.19 -1.13
Cl: -1.14 0.72 -1.94
Cl: -0.05 2.01 0.43

Values from the calculation:
Charge: +1
HOMO-LUMO gap (alpha / beta) in Eh: 0.226 / 0.217
Lowest unoccupied orbital energy (alpha / beta) in eV: -7.20 / -7.18
E_HOMO (alpha / beta) in Ha: -0.491 / -0.481

These are the Mulliken partial charges, in e, on atoms 1 to 6:
1 N 0.414
2 C 0.066
3 N -0.452
4 C 0.503
5 H 0.381
6 O -0.198

=====

two:
Here is a 2-piece molecular cluster, C2HCl2N2O overall from the Open Molecules 2025 dataset. Energies are from ωB97M-V with the def2-TZVPD basis set.

Cartesian coordinates (Å):
C: 0.19 0.35 0.28
C: -1.18 0.60 0.27
Cl: 0.67 0.69 2.00
Cl: 0.96 1.36 -1.14
N: -1.41 3.99 0.30
H: 0.52 -0.74 -0.06
O: -2.31 0.72 0.23
N: -0.98 2.95 0.29

Values from the calculation:
Charge: +1
HOMO-LUMO gap in Eh: 0.367
Lowest unoccupied orbital energy in eV: -6.87
E_HOMO in Ha: -0.620

These are the Mulliken partial charges, in e, on atoms 1 to 6:
1 C 0.084
2 C 0.538
3 Cl 0.024
4 Cl 0.018
5 N -0.303
6 H 0.406

=====

Energies, relative to the best one, in kJ/mol: one 433.8; two 0.0.

=====

one:
Here is a 2-piece molecular cluster, CH5N2 overall from the Open Molecules 2025 dataset. Energies are from ωB97M-V with the def2-TZVPD basis set.

Cartesian coordinates (Å):
H: 0.03 1.58 0.69
N: 0.44 -0.31 1.01
C: -0.03 0.59 0.20
H: -0.27 -0.58 -1.24
N: -0.51 0.36 -0.96
H: -0.72 1.19 -1.56
H: 0.83 -0.23 1.89
H: 0.34 -2.03 0.51

Values from the calculation:
Charge: +1
HOMO-LUMO gap in Eh: 0.348
Lowest unoccupied orbital energy in eV: -6.87
E_HOMO in Ha: -0.601

These are the Mulliken partial charges, in e, on atoms 1 to 6:
1 H 0.335
2 N -0.532
3 C 0.350
4 H 0.200
5 N -0.341
6 H 0.313

=====

two:
Here is a 2-piece molecular cluster, CH5N2 overall from the Open Molecules 2025 dataset. Energies are from ωB97M-V with the def2-TZVPD basis set.

Cartesian coordinates (Å):
H: 0.95 1.44 0.24
C: 0.40 -0.46 -0.22
H: 2.34 0.26 0.00
H: 0.44 -1.59 -0.39
N: -1.51 0.32 0.26
H: -2.11 0.18 -0.51
H: -1.78 -0.56 0.56
N: 1.26 0.41 0.05

Values from the calculation:
Charge: +1
HOMO-LUMO gap in Eh: 0.383
Lowest unoccupied orbital energy in eV: -5.90
E_HOMO in Ha: -0.600

These are the Mulliken partial charges, in e, on atoms 1 to 6:
1 H 0.360
2 C 0.167
3 H 0.326
4 H 0.351
5 N -0.476
6 H 0.276

=====

Energies, relative to the best one, in kJ/mol: one 0.0; two 80.5.

=====

one:
Here is a 2-piece molecular cluster, C10H15NO2 overall from the Open Molecules 2025 dataset. Energies are from ωB97M-V with the def2-TZVPD basis set.

Cartesian coordinates (Å):
H: -3.36 -0.88 0.81
C: 1.01 -0.11 0.77
O: -2.41 -0.89 -2.18
H: 0.22 -2.49 -0.37
C: 1.02 -2.59 0.36
H: 4.75 0.22 0.30
C: 1.73 -1.27 0.52
H: -4.07 1.69 -1.62
H: 4.34 2.55 0.40
N: -3.04 -1.30 -0.05
C: 2.92 1.28 0.66
C: 3.09 -1.11 0.29
H: 0.93 2.05 0.91
C: 3.66 0.16 0.35
H: -1.39 1.15 -1.32
H: -0.07 -0.20 0.82
H: -2.90 2.88 -1.18
C: -2.23 0.94 -0.68
H: 0.59 -2.91 1.30
C: -3.36 1.97 -0.86
H: -1.87 0.97 0.35
H: 1.66 -3.38 -0.04
H: 3.75 -1.95 0.07
C: -2.64 -0.48 -1.06
C: 1.54 1.17 0.82
O: 3.48 2.52 0.83
H: -3.48 -2.18 -0.27
H: -3.87 2.19 0.07

Values from the calculation:
SMILES: Cc1ccc(O)cc1.CCC(N)=O
HOMO-LUMO gap in Eh: 0.336
Lowest unoccupied orbital energy in eV: 0.74
E_HOMO in Ha: -0.309

These are the Mulliken partial charges, in e, on atoms 1 to 6:
1 H 0.215
2 C -0.131
3 O -0.630
4 H 0.262
5 C -1.286
6 H 0.271

=====

two:
Here is a 2-piece molecular cluster, C10H15NO2 overall from the Open Molecules 2025 dataset. Energies are from ωB97M-V with the def2-TZVPD basis set.

Cartesian coordinates (Å):
C: 2.00 -1.16 -1.64
H: -1.15 2.21 -1.52
C: -1.44 0.32 1.32
C: -0.21 2.66 0.33
H: -2.06 -0.82 -1.50
C: -0.58 0.96 2.14
H: 2.50 -1.75 0.50
C: -1.73 0.80 -0.01
C: 0.02 2.19 1.67
H: 0.22 -3.04 -0.79
H: 0.11 3.68 0.02
H: 0.68 -3.45 0.79
H: 0.69 2.59 3.33
H: 1.79 -3.74 -0.87
O: 2.56 -1.78 -2.46
C: 1.61 -1.68 -0.23
C: 1.03 -3.10 -0.24
H: -0.34 0.60 3.17
H: 1.08 0.49 -1.01
C: -0.94 1.84 -0.52
H: -2.02 -0.57 1.75
H: -3.50 -0.65 -0.26
N: 1.57 0.13 -1.82
H: 1.07 -1.06 0.39
O: 0.69 3.00 2.47
C: -2.64 -0.06 -0.83
H: 1.93 0.79 -2.48
H: -2.94 0.63 -1.71

Values from the calculation:
SMILES: Cc1ccc(O)cc1.CCC(N)=O
HOMO-LUMO gap in Eh: 0.328
Lowest unoccupied orbital energy in eV: 0.60
E_HOMO in Ha: -0.306

These are the Mulliken partial charges, in e, on atoms 1 to 6:
1 C 0.460
2 H 0.379
3 C -0.587
4 C -0.391
5 H 0.213
6 C -0.565

=====

three:
Here is a 2-piece molecular cluster, C10H15NO2 overall from the Open Molecules 2025 dataset. Energies are from ωB97M-V with the def2-TZVPD basis set.

Cartesian coordinates (Å):
C: 0.32 2.61 1.08
H: -4.05 -1.29 -0.69
C: -0.80 1.63 0.89
H: 0.80 -1.53 -0.08
H: -1.53 -1.67 1.56
H: -2.10 2.93 -0.17
H: 1.57 -3.25 -1.54
H: 1.27 2.24 0.68
H: -3.73 1.08 -0.77
H: 0.14 3.52 0.51
H: 0.50 2.85 2.13
H: 4.14 -0.31 0.13
N: 3.56 0.13 -0.56
C: 2.35 -0.37 -0.99
C: 2.29 -2.89 -0.83
H: 2.35 -1.43 0.77
H: 0.18 0.14 2.04
C: -0.64 0.32 1.35
O: -3.54 -1.40 0.12
C: -1.54 -0.68 1.10
O: 1.77 0.19 -1.90
H: 3.26 -2.80 -1.34
C: 1.87 -1.55 -0.20
C: -2.63 -0.37 0.28
C: -1.94 1.92 0.15
H: 2.48 -3.64 -0.07
C: -2.89 0.93 -0.10
H: 3.79 1.04 -0.93

Values from the calculation:
SMILES: Cc1ccc(O)cc1.CCC(N)=O
HOMO-LUMO gap in Eh: 0.337
Lowest unoccupied orbital energy in eV: 0.80
E_HOMO in Ha: -0.308

These are the Mulliken partial charges, in e, on atoms 1 to 6:
1 C -1.326
2 H 0.311
3 C 0.500
4 H -0.289
5 H 0.446
6 H 0.348

=====

Energies, relative to the best one, in kJ/mol: one 0.0; two 167.9; three 10.0.

=====

one:
Here is one molecule with the formula CCl4OS from the Open Molecules 2025 dataset. Energies are from ωB97M-V with the def2-TZVPD basis set.

Cartesian coordinates (Å):
C: 0.15 -1.32 -0.01
Cl: 0.53 -1.63 -1.55
Cl: 1.69 -1.40 1.08
O: -0.85 0.85 1.62
S: -0.30 0.50 0.33
Cl: -1.90 0.74 -0.84
Cl: 0.67 2.25 -0.63

Values from the calculation:
SMILES: O=S(Cl)(Cl)=C(Cl)Cl
HOMO-LUMO gap (alpha / beta) in Eh: 0.270 / 0.270
Lowest unoccupied orbital energy (alpha / beta) in eV: -2.27 / -2.27
E_HOMO (alpha / beta) in Ha: -0.353 / -0.353

These are the Mulliken partial charges, in e, on atoms 1 to 6:
1 C 0.166
2 Cl -0.009
3 Cl -0.168
4 O -0.400
5 S 0.735
6 Cl -0.086

=====

two:
Here is a 2-piece molecular cluster, CCl4OS overall from the Open Molecules 2025 dataset. Energies are from ωB97M-V with the def2-TZVPD basis set.

Cartesian coordinates (Å):
Cl: 1.27 1.35 -0.26
Cl: -4.00 -0.33 -0.61
Cl: -1.88 -0.22 1.19
O: 3.72 -0.08 -0.18
S: 2.48 -0.17 0.51
Cl: 1.44 -1.78 -0.33
C: -2.66 0.53 -0.09

Values from the calculation:
HOMO-LUMO gap in Eh: 0.314
Lowest unoccupied orbital energy in eV: -0.99
E_HOMO in Ha: -0.350

These are the Mulliken partial charges, in e, on atoms 1 to 6:
1 Cl -0.120
2 Cl -0.037
3 Cl -0.012
4 O -0.388
5 S 0.631
6 Cl -0.130

=====

Energies, relative to the best one, in kJ/mol: one 65.3; two 0.0.